Record 1
A molecular structure, C32H55CrF9NO22. Source: the OMol25 dataset; level of theory: ωB97M-V/def2-TZVPD.

CARTESIAN COORDINATES (ANGSTROEM)
O1 -1.68296 -3.86244 3.40053
H1 2.80268 -3.50995 1.29729
H2 -3.42028 5.39179 -0.97435
H3 0.41768 -0.15895 -1.67696
H4 4.26728 2.03500 -3.72840
H5 -1.01678 -2.54483 -2.00983
H6 -3.75297 -4.31391 5.00965
H7 1.41678 6.37516 5.67072
H8 -0.43048 1.29830 -1.08556
C1 0.60343 -0.16090 1.02803
C2 5.07365 3.47824 -0.97278
C3 -8.33612 1.85577 0.06552
C4 -3.32904 -0.41321 -5.57926
O2 6.30070 3.70123 -0.56603
C5 3.52196 -4.11200 0.74208
C6 0.05617 -4.68607 -3.21873
C7 -3.78601 -3.22441 5.01022
F1 0.92420 -6.67210 -4.30700
C8 -1.41216 3.03136 3.06733
H9 -9.29840 2.02279 -0.41845
O3 -3.02468 -0.70883 -6.89628
H10 -1.99256 -4.51424 0.06101
H11 3.35238 3.48910 -3.39201
N1 4.36869 -1.48840 2.80081
C9 -2.97961 4.73052 -0.22826
C10 4.54635 -0.96544 1.75952
O4 -0.75094 -4.61038 -2.16131
H12 6.55429 5.35298 0.48925
C11 0.71871 -2.54480 3.86622
F2 -0.60856 -5.64753 -5.30925
H13 2.19004 0.32041 -0.23909
C12 3.92062 2.68477 -2.92484
H14 -8.62498 1.54012 1.06803
O5 -4.88098 -0.45767 -0.86184
H15 7.55207 3.98016 0.93684
H16 -2.96550 3.70674 -0.60214
H17 -2.29514 2.59314 3.53255
O6 -2.41881 -0.85787 -4.80328
H18 4.32000 -0.87655 -0.31239
H19 3.26120 2.06927 -2.31295
C13 -7.42519 0.72311 -0.29688
O7 -1.88071 3.73661 1.85906
H20 0.12013 -3.16552 -0.88395
O8 2.14126 4.53047 5.07744
Cr1 2.16840 4.22796 0.61508
O9 4.08579 3.63196 -0.21404
F3 -4.29829 1.04846 2.26597
H21 5.82839 -0.22473 0.22660
C14 3.07079 -4.48319 -0.65897
F4 -3.52383 -0.88375 1.60756
H22 -3.65392 4.64918 0.62426
O10 3.05399 -3.37576 -1.51642
H23 -7.94937 -0.19097 -0.01793
H24 -7.35038 0.64093 -1.38120
H25 -3.00841 -1.49295 -2.88979
F5 -2.82870 0.90753 0.60799
H26 1.29605 -0.38697 1.83875
H27 -1.78023 -2.83235 0.54531
H28 -2.96333 0.30906 -3.15870
O11 -2.54110 -2.62238 5.16868
H29 1.09522 1.40655 -2.04827
H30 -5.04028 -0.77875 -7.50193
H31 4.47781 -3.59364 0.81801
C15 -1.57780 -2.98143 4.23724
H32 -0.91273 3.69515 3.77305
H33 -4.54038 -2.84876 5.70155
C16 -4.96833 0.24927 0.13823
H34 2.29799 6.30436 4.17856
O12 5.17621 -3.79527 -2.41507
H35 3.15216 0.41153 4.37089
O13 2.80511 2.49631 4.71928
O14 -1.66124 5.09122 0.12802
O15 5.06343 3.15570 -2.31124
H36 3.72915 -5.06110 1.23644
C17 -1.03705 4.48021 1.17795
O16 2.51101 3.84919 2.91127
H37 4.39315 0.77909 0.49703
H38 -2.99885 -3.30845 -0.59367
F6 -1.15281 -6.76091 -3.60051
C18 3.11248 1.36835 3.85030
H39 2.45824 1.28772 2.98222
H40 1.06262 -3.49496 4.27492
F7 3.57740 -2.30437 -4.49008
C19 0.54288 0.85215 -1.28953
C20 3.88667 -1.85612 -3.27275
H41 5.81783 4.02257 1.43644
O17 -4.38551 0.08957 -5.19839
H42 -4.28817 -3.00546 4.06788
C21 -0.19337 -5.97232 -4.07045
F8 5.03127 -1.14647 -3.40663
H43 0.59480 -2.61195 2.78538
H44 -7.84354 2.81978 0.19264
C22 -0.82807 -3.40379 -1.36587
C23 4.76338 -0.24535 0.45775
H45 3.74862 -5.27488 -0.97812
H46 -0.35053 0.25605 1.35084
O18 1.06539 -3.97629 -3.47268
C24 1.54428 5.78034 4.76627
O19 -6.24100 0.90544 0.43036
H47 4.13028 1.54201 3.50097
C25 -1.96303 -3.48826 -0.30584
C26 1.28348 0.81632 0.10777
C27 4.14053 -3.09433 -2.28785
O20 -0.48580 -2.26471 4.49892
O21 1.55589 2.07617 0.59256
C28 -2.51764 -0.65829 -3.39041
O22 0.18236 4.66570 1.49964
C29 -3.87810 0.38100 1.20075
H48 -3.84182 -1.23233 -8.67681
H49 -4.25960 0.49303 -8.14184
H50 -0.71776 2.21356 2.87468
H51 -1.55412 -0.57326 -2.88791
C30 -4.03994 -0.53703 -7.86109
H52 0.60266 5.63429 4.23700
C31 6.54018 4.27664 0.66070
C32 2.48234 3.67566 4.12365
H53 1.51891 -1.83541 4.07732
F9 2.89672 -1.06755 -2.94952
H54 2.04994 -4.86180 -0.60778
H55 0.26385 -1.11476 0.62437

The HOMO-LUMO gap (spin up / spin down) comes out at 7.277 / 6.299 eV. The expectation value of S² is 20.01. Its LUMO energy (spin up / spin down) is -0.0690 / -0.2260 Ha. The value obtained for the calculated total energy is -4905.093241 Ha. Its molar mass is 1028.8 g mol⁻¹. As for the spin multiplicity: 9. Its charge is +1.

***

Record 2
A molecular structure, C32H56B2N6P2S2Ti. Source: the OMol25 dataset; level of theory: ωB97M-V/def2-TZVPD.

CARTESIAN COORDINATES (ANGSTROEM)
C1 1.90415 -1.06867 -4.31391
N1 2.11881 -1.50370 -3.02581
H1 -0.66742 2.96965 4.53328
C2 -1.43597 -0.91577 -3.84402
H2 -4.56917 -0.70688 1.17594
B1 2.22378 -3.02874 -2.61735
H3 -1.88550 -6.31757 -0.74499
H4 -1.15860 4.43912 -2.05749
H5 3.18203 -2.83620 2.65932
H6 2.18700 4.84134 1.62794
H7 4.76002 -1.03062 3.87087
H8 -1.21616 0.83085 5.39266
H9 -1.14660 0.05656 -4.24634
H10 3.16868 1.52409 1.48151
H11 2.97032 2.60376 -3.54313
H12 -3.16833 2.42932 -0.29579
N2 -0.23207 2.03301 -0.79783
C3 2.22002 1.83510 1.92407
H13 2.01447 0.97377 -5.16408
H14 -4.56321 0.01639 -2.70182
C4 -3.81150 1.55429 -0.18922
H15 1.29595 6.85383 0.49756
C5 2.08543 0.26982 -4.35338
H16 2.78994 -3.11405 -1.57198
H17 -1.91538 2.18397 -2.05086
H18 -1.79098 -1.52372 -4.67951
H19 -1.14829 -0.20998 3.97083
H20 0.76731 -4.46503 -4.50661
H21 -0.54602 -1.40359 -3.43769
C6 2.45825 -0.43674 -2.28645
H22 -2.99014 0.60504 2.19702
C7 -2.02479 -5.25294 -0.92271
N3 -0.96283 -4.75120 -1.77900
C8 2.72262 2.02408 -2.65810
H23 -3.34892 -2.67814 -3.50591
C9 -1.10168 1.49522 -1.82127
H24 -3.46144 -1.84427 0.40484
C10 0.03907 3.38868 -0.60213
H25 -1.09295 2.21862 3.00294
H26 2.41914 2.64420 2.62438
C11 0.03120 -3.90063 -1.43217
H27 -3.96487 -0.33004 -4.31656
H28 -1.48500 -5.77411 -3.59866
H29 4.44239 0.10255 2.56824
C12 -3.05223 -2.24413 -2.54615
N4 0.80560 -3.70175 -2.50548
S1 2.98079 -0.43182 -0.63525
C13 -3.01176 0.27333 0.06917
N5 1.27791 2.22081 0.89340
H30 1.86420 2.46666 -2.15671
C14 2.27811 -1.49852 4.76458
H31 -4.44853 1.74222 0.68036
Ti1 0.86619 -0.94596 0.43880
H32 -3.90950 -2.29666 -1.88082
H33 -0.54813 1.32997 -2.74980
H34 -2.98564 -5.08401 -1.40516
C15 2.61092 -1.94824 2.38573
C16 0.94919 5.87424 0.19629
H35 1.32423 -2.02443 4.68427
C17 0.98430 3.50692 0.43613
P1 1.39422 0.37937 2.72587
P2 -1.70844 -0.16205 -1.22925
C18 2.66480 -0.83387 3.43401
C19 0.49007 1.22718 4.14109
H36 -4.45995 1.48808 -1.05663
C20 4.07329 -0.24973 3.53290
C21 1.45025 4.74728 0.83973
H37 2.77236 -3.57727 -3.53178
H38 -0.09086 -0.51508 5.35535
H39 1.99498 2.63803 4.84996
H40 2.26130 1.01419 5.46815
H41 2.23380 -0.82877 5.61621
C22 -2.26294 0.47482 1.38839
C23 1.49494 1.73248 5.19508
H42 3.57055 2.01533 -1.97898
H43 -1.62641 -0.37755 1.64512
H44 3.03580 -2.25388 4.98622
C24 -3.98365 -0.89272 0.27154
H45 -2.25959 -2.85856 -2.13074
C25 0.28749 -4.44557 -3.54475
H46 -1.64206 1.36556 1.34150
H47 -1.99343 -4.72040 0.02266
H48 3.01143 -1.61061 1.42871
H49 1.64169 -1.75183 -5.10275
H50 0.37665 3.19144 3.13651
H51 -4.68954 -0.98934 -0.55067
C26 -2.54532 -0.81546 -2.78312
H52 -3.38295 1.09302 -3.45818
C27 -3.67742 0.05038 -3.33200
B2 0.52980 1.26417 0.13285
S2 0.25490 -3.34456 0.19258
C28 -0.80883 -5.09894 -3.10402
C29 -0.54212 0.26343 4.74668
H53 4.13335 0.57395 4.24614
H54 -0.35149 6.65255 -1.31734
C30 -0.44444 4.51658 -1.24636
H55 0.94898 1.99352 6.10511
C31 0.01776 5.76031 -0.82946
C32 -0.25998 2.47042 3.64973
H56 1.56781 -2.28527 2.28249
N6 2.42477 0.66005 -3.07451

The HOMO-LUMO gap (spin up / spin down) comes out at 7.788 / 7.963 eV. The expectation value of S² is 0.77. Its LUMO energy (spin up / spin down) is -0.0867 / -0.0808 Ha. The value obtained for the calculated total energy is -3959.729395 Ha. Its molar mass is 720.4 g mol⁻¹. As for the spin multiplicity: 2. Its charge is +1.

***

Record 3
12 unconnected molecules or ions with the total composition C32H56BCl10O26. Source: the OMol25 dataset; level of theory: ωB97M-V/def2-TZVPD.

CARTESIAN COORDINATES (ANGSTROEM)
Cl1 -9.85355 1.72961 18.93686
H1 -1.53115 2.48009 13.50094
O1 -2.91054 2.75444 11.19816
O2 -13.07727 -1.34505 6.30963
H2 -7.65692 -5.64408 8.45323
H3 -15.83334 0.81633 12.60212
C1 -10.35280 -5.84935 8.08588
H4 -8.57251 -6.63685 12.97964
O3 -8.36796 -1.79687 14.92083
H5 -2.64785 -5.46517 20.09964
C2 -14.42020 -1.79519 6.56309
C3 -12.13223 -3.81435 18.98427
O4 -4.94244 -0.69922 23.03689
C4 -16.44886 -0.99603 7.48360
H6 -1.13507 0.82644 14.03652
H7 -7.61030 -5.36847 6.81685
H8 1.00117 -8.50258 18.24644
H9 -11.14137 -3.59268 19.38073
O5 -5.47338 -0.49708 16.29042
Cl2 -15.38428 3.41938 11.90406
H10 -0.00973 -9.85988 18.17215
H11 -7.01500 -5.95578 12.50669
O6 -0.88415 -7.86242 17.88203
H12 -9.41659 3.89112 18.33197
C5 -6.29639 -0.10583 4.40118
H13 -5.88683 -2.09910 21.78610
Cl3 -13.77321 -0.50410 12.43246
H14 -1.62780 -4.82170 15.34593
H15 -4.25251 -3.55811 25.78309
H16 -11.22822 2.03680 16.54509
H17 -13.26876 2.30047 12.09882
Cl4 -5.77736 0.02980 1.66959
C6 -9.66085 2.99574 17.76037
C7 -10.94456 3.01727 16.92760
H18 0.30242 -9.04277 16.68310
H19 -11.89685 -4.75361 9.56695
H20 -4.22071 -1.62031 21.35114
O7 -9.38598 1.20165 11.58929
C8 -5.58542 0.68728 3.32200
H21 -1.56742 -0.92560 10.37838
C9 -10.92720 -4.58718 10.03618
O8 -7.63666 -1.60656 12.57540
H22 -2.10841 -6.88704 10.24509
H23 -14.26124 2.31639 13.60717
H24 -5.86878 -7.20429 14.23056
H25 -4.14656 -5.94416 19.10960
O9 -15.12168 -0.78336 7.07228
H26 -6.00069 -3.58799 25.37366
H27 -5.61158 -0.59828 21.01106
Cl5 -10.66697 3.98911 15.44965
H28 -7.12042 -6.17426 15.03907
C10 -8.02801 -0.81161 11.58367
O10 -2.48565 -6.88223 18.70999
C11 -5.17555 -1.27409 21.74676
C12 -7.99883 -6.10085 7.52449
H29 -12.08486 -4.78351 18.48771
C13 -7.61284 -1.69803 15.96141
H30 -8.74841 2.65565 17.27057
H31 -10.93581 -4.79926 11.10532
C14 -1.47130 -7.72203 18.98918
H32 -4.52152 0.71310 3.55768
C15 -8.80896 0.33332 12.25084
Cl6 -5.72052 -1.80152 4.44089
O11 -9.96826 -5.32116 9.31609
O12 -2.39219 -4.72809 13.39482
C16 -2.59422 1.56936 11.16235
C17 -6.93082 -7.05454 14.42485
C18 -12.54140 -0.05421 6.69282
H33 -3.73845 -6.34162 9.82441
C19 -4.98616 -3.68384 24.98682
C20 0.10652 -8.86571 17.74064
H34 -2.76922 1.58049 14.04391
H35 -0.64785 -3.87692 14.27061
O13 -4.92530 -2.73677 23.94392
H36 -7.27317 -6.89863 7.36614
C21 -1.84690 1.43702 13.48101
O14 -0.79782 -4.70697 11.87933
C22 -12.72814 -2.76469 18.06627
H37 -6.18664 0.29164 5.41017
C23 -14.86076 0.91060 12.11910
C24 -1.98333 -4.91497 12.18926
Cl7 -7.63550 -8.47964 15.32750
C25 -1.67988 -4.15335 14.48646
O15 -2.12202 0.83592 12.25693
O16 -6.62846 -0.34945 14.33493
O17 -4.88563 -0.79605 25.30279
Cl8 -14.17040 -3.53209 17.33806
H38 -2.30306 -5.27046 9.53549
H39 -11.82496 3.48530 17.36800
H40 -2.50756 -0.88918 9.00835
H41 -16.50420 -0.86436 8.56420
O18 -14.74409 -2.95908 6.21569
H42 -10.61439 -3.54625 10.11819
O19 -1.14135 -8.28603 20.01263
C26 -7.49759 -6.81715 12.96850
H43 -12.02186 -2.50821 17.27665
H44 -7.36351 -0.24460 4.22769
B1 -7.85348 -0.96395 13.87948
H45 -12.57981 -0.04313 7.78208
H46 -11.52043 0.07361 6.33314
C27 -3.30425 -6.25245 19.72893
C28 -6.42736 -0.82181 15.55426
O20 -7.81884 -0.96801 10.37778
C29 -14.26789 2.20188 12.52322
C30 -4.90520 -1.34488 24.20692
O21 -2.75900 0.80317 10.10409
H47 -3.61076 -6.94361 20.51407
H48 -12.92165 -1.85205 18.62995
O22 -2.92861 -5.58783 11.53090
Cl9 -7.10789 -8.07703 11.81006
O23 -9.39845 -6.41615 7.32406
O24 -11.52012 -5.89439 7.71637
C31 -2.76199 -6.01688 10.18382
O25 -7.75115 -2.33096 17.05366
H49 -13.15615 0.70696 6.21239
C32 -2.55487 -0.59457 10.05672
H50 -17.04357 -0.16541 7.10348
Cl10 -13.10050 -4.04524 20.45652
H51 -15.06779 0.93330 11.04918
O26 -8.75416 0.15728 13.53896
H52 -17.00690 -1.85901 7.12037
H53 -4.97827 -4.70101 24.59517
H54 -5.87099 1.72638 3.15823
H55 -3.35902 -1.16855 10.51713
H56 -2.15990 -3.25592 14.87671

The HOMO-LUMO gap comes out at 9.361 eV. Its LUMO energy is 0.0595 Ha. The value obtained for the calculated total energy is -7836.134539 Ha. Its molar mass is 1222.1 g mol⁻¹. Its charge is -1.